[1]
153
Properties=species:S:1:pos:R:3 method="wB97M-V/def2-TZVPD" homo_ev=-9.134 gap_ha=0.3326 e_tot_ha=-6466.3233 fmax_ev_per_a=2.39 lumo_ev=-0.1
C -6.17312 0.25206 1.21413
C -6.11808 1.00576 2.53921
O -4.73294 1.39470 2.67495
S -3.83644 0.84787 1.47593
O -3.45436 -0.50078 1.71005
O -2.89205 1.82069 1.10928
O -5.10677 0.85016 0.47439
H -7.08883 0.40667 0.64757
H -6.02876 -0.82722 1.28651
H -6.48265 0.42919 3.38523
H -6.61070 1.97623 2.50374
C -0.39336 -1.18026 -0.24623
C 0.17665 0.04121 -0.96276
O 1.10673 0.60945 -0.05802
S 1.07184 -0.07703 1.40047
O 0.01463 0.50838 2.15230
O 2.35192 -0.16806 1.99406
O 0.57677 -1.46926 0.75884
H -0.49760 -2.07778 -0.85251
H -1.34744 -0.97473 0.24407
H -0.67226 0.68134 -1.20790
H 0.69459 -0.13034 -1.90531
C -0.31469 -2.17797 -6.71311
C -1.07970 -0.94915 -6.18264
O -1.45833 -1.22798 -4.84447
S -1.55489 -2.80545 -4.62007
O -2.83488 -3.25712 -5.04084
O -1.10013 -3.10118 -3.31318
O -0.43807 -3.18265 -5.69520
H 0.74998 -1.93601 -6.72761
H -0.56265 -2.48160 -7.72677
H -1.99728 -0.79045 -6.74913
H -0.41264 -0.09386 -6.20405
O -3.97733 0.88108 -4.69184
S -3.73896 1.07737 -3.29410
O -2.41411 1.39692 -2.85800
O -4.71530 2.14049 -2.62659
C -5.87877 2.54004 -3.37940
C -6.65116 3.49282 -2.48636
C -4.25292 -0.42765 -2.49481
H -6.50817 1.67927 -3.61029
H -5.58296 3.05728 -4.29080
H -7.62461 3.76857 -2.88052
H -6.03649 4.33470 -2.16766
H -6.83078 2.97542 -1.53541
H -5.26761 -0.54629 -2.85890
H -3.98212 -0.38147 -1.44626
H -3.55013 -1.13267 -2.94443
O 4.79560 -4.82600 -0.83286
S 4.88823 -3.49915 -0.32310
O 6.16692 -2.86737 -0.18895
O 3.94418 -2.62745 -1.27515
C 4.27141 -1.24465 -1.53375
C 4.76822 -1.09000 -2.95765
C 4.00140 -3.33046 1.20581
H 5.00657 -0.83827 -0.84260
H 3.30556 -0.75469 -1.39243
H 5.61774 -1.78116 -3.03599
H 5.30108 -0.14927 -3.10535
H 4.01534 -1.32460 -3.70181
H 4.47866 -3.97235 1.94253
H 3.01490 -3.75745 1.01552
H 3.90474 -2.27520 1.43776
O -3.64086 6.92485 -0.60549
S -2.32143 6.80889 -1.13556
O -1.28526 7.72351 -0.78071
O -1.84167 5.35247 -0.74508
C -0.56828 4.87226 -1.20400
C -0.42926 3.41878 -0.79936
C -2.51208 6.69138 -2.89190
H 0.26188 5.48006 -0.84267
H -0.58537 4.92256 -2.29935
H -1.13387 2.83665 -1.39414
H -0.67179 3.32504 0.25810
H 0.57277 3.06867 -1.04356
H -3.36319 7.25140 -3.25868
H -2.74825 5.63777 -3.07575
H -1.55591 6.83756 -3.38889
O -2.11039 -0.00190 6.73196
S -2.15494 1.42341 6.61020
O -2.78860 2.20828 7.61492
O -0.64927 1.97511 6.49727
C 0.21265 1.17575 5.64122
C 1.61134 1.68491 5.91236
C -2.81808 1.83833 5.00820
H -0.07956 1.27502 4.59487
H 0.13351 0.14232 5.97480
H 2.41539 1.29744 5.29619
H 1.83170 1.49902 6.97108
H 1.62343 2.77817 5.97131
H -3.83878 2.17971 5.11699
H -2.62175 0.96236 4.39279
H -2.20146 2.61577 4.55655
C -3.72135 -6.09949 0.87194
C -3.47706 -4.82916 1.39559
C -3.28784 -3.74288 0.55436
C -3.34349 -3.95797 -0.81679
C -3.48250 -5.23938 -1.34095
C -3.70737 -6.31621 -0.48880
H -3.86821 -6.88048 1.60849
H -3.42430 -4.76892 2.47204
H -2.92680 -2.80579 0.95838
H -3.09189 -3.21332 -1.56406
H -3.40845 -5.34948 -2.41479
H -3.81641 -7.29463 -0.94037
C 1.34127 -3.60964 3.76148
C 0.76670 -2.45027 4.25956
C -0.62116 -2.40208 4.34651
C -1.40905 -3.45664 3.90748
C -0.83457 -4.57690 3.32044
C 0.54915 -4.60553 3.20967
H 2.40929 -3.74262 3.63401
H 1.38245 -1.58201 4.46173
H -1.07262 -1.47016 4.66691
H -2.47163 -3.23814 3.92664
H -1.45028 -5.42056 3.05058
H 1.02758 -5.50410 2.83682
C 4.41115 2.36239 1.22478
C 3.47541 2.88652 0.35558
C 3.81118 3.08800 -0.98167
C 5.06276 2.69728 -1.44612
C 5.89224 1.96408 -0.60993
C 5.61968 1.86453 0.74740
H 4.16905 2.16306 2.26264
H 2.45418 3.11008 0.63875
H 3.05169 3.40188 -1.68903
H 5.32575 2.90038 -2.47694
H 6.76032 1.43512 -0.98826
H 6.27452 1.30517 1.39977
C 5.20079 -1.70779 3.94776
C 6.33459 -1.46127 3.18922
C 7.41516 -2.33258 3.20390
C 7.35250 -3.44099 4.02896
C 6.19292 -3.76547 4.71963
C 5.10218 -2.90577 4.64784
H 4.35559 -1.03156 3.89986
H 6.35062 -0.59880 2.53384
H 8.28406 -2.08486 2.61172
H 8.12164 -4.20546 4.06683
H 6.02575 -4.66087 5.30349
H 4.15734 -3.07751 5.15086
C 0.58337 1.54323 -4.21921
C 1.83485 0.98690 -4.44431
C 2.92659 1.82001 -4.65075
C 2.78043 3.19687 -4.74752
C 1.51142 3.73915 -4.59827
C 0.43320 2.92458 -4.26722
H -0.32206 0.95019 -4.18368
H 1.92161 -0.07527 -4.64323
H 3.88704 1.39800 -4.92431
H 3.62584 3.80988 -5.02931
H 1.31392 4.80478 -4.61643
H -0.52492 3.41429 -4.14467

=====

[2]
7
Properties=species:S:1:pos:R:3 method="wB97M-V/def2-TZVPD" homo_ev=-10.024 gap_ha=0.3981 de_lowest_kcal_mol=65.9 e_tot_ha=-170.7252 fmax_ev_per_a=4.86 lumo_ev=0.8
C -1.38683 0.18416 -0.14366
C -2.55265 0.22497 -0.44855
C 1.54695 0.00158 0.28771
N 2.66458 -0.12312 0.51788
H -0.37345 0.09976 0.05677
H -3.52106 0.21346 -0.88727
H 3.62245 -0.60081 0.61711

=====

[3]
36
Properties=species:S:1:pos:R:3 method="wB97M-V/def2-TZVPD" total_charge=-2 homo_ev=-0.768 gap_ha=0.2079 de_lowest_kcal_mol=22.4 e_tot_ha=-2871.5736 fmax_ev_per_a=0.46 lumo_ev=4.9
Rh 1.25038 -0.15596 -1.23038
F -1.62790 0.33164 3.33044
C -1.90656 -0.63549 2.43327
F -2.73506 -1.50962 3.03060
F -2.56081 -0.07420 1.41983
S -0.34489 -1.44388 1.86503
O 0.33555 -0.36861 1.18964
O 0.20600 -1.96840 3.07661
N -0.86309 -2.61036 0.97665
S -1.15093 -2.56604 -0.56952
O -2.39757 -1.96831 -0.94372
O 0.00738 -2.33284 -1.37932
C -1.47269 -4.36871 -0.76492
F -0.43243 -5.11917 -0.42200
F -1.75352 -4.61350 -2.05242
F -2.52551 -4.76067 -0.03933
C 0.74740 1.34453 -1.83041
C -0.25725 2.42017 -1.62314
C -0.69319 3.24742 -2.65866
C -1.64833 4.22743 -2.42465
C -2.17525 4.40019 -1.15023
C -1.74390 3.58156 -0.10909
C -0.79329 2.59955 -0.34201
H -0.27328 3.10204 -3.64743
H -1.98796 4.86233 -3.23737
H -2.92174 5.16600 -0.96920
H -2.16044 3.70531 0.88493
H -0.45358 1.94140 0.44615
C 3.99551 -0.22723 1.53627
S 4.11178 -1.36165 0.16606
O 4.77860 -2.54256 0.69998
O 2.70155 -1.63011 -0.17866
O 4.83139 -0.64353 -0.87110
H 3.51341 -0.73976 2.36739
H 3.39536 0.62599 1.22330
H 5.00485 0.08502 1.79743

=====

[4]
9
Properties=species:S:1:pos:R:3 method="wB97M-V/def2-TZVPD" homo_ev=-11.024 gap_ha=0.4268 de_lowest_kcal_mol=23.3 e_tot_ha=-713.8514 fmax_ev_per_a=5.55 smiles=OC[C@H](F)Cl lumo_ev=0.6
O -1.55754 -0.70193 -0.61852
C -1.30036 -0.16904 0.61268
C 0.04840 0.33903 0.53382
F -0.16638 1.40741 -0.44115
Cl 1.55237 -0.43556 -0.07641
H -2.38234 -1.23398 -0.48172
H -1.78098 0.65248 0.98998
H -1.31388 -0.91331 1.43557
H 0.55633 0.82823 1.39467